Entry 1:
ORCA calculation (ωB97M-V/def2-TZVPD) on a 2-piece molecular cluster, C5H11NO overall.

Geometry as XYZ:
```
18
Properties=species:S:1:pos:R:3:mulliken_charge:R:1
C -1.34258 -0.96195 -1.26891 -1.58
C -0.38965 0.18210 -1.04047 0.26
C -0.83913 1.54100 -0.63079 -0.52
N -0.21315 0.64354 0.32544 -0.25
C 1.07745 0.93247 0.80766 -0.14
C 2.12719 0.11932 0.69158 -0.81
O -0.25377 -1.84467 1.83722 -0.68
H -0.89245 -1.90172 -0.93346 0.30
H -1.59753 -1.04595 -2.33074 0.40
H -2.26793 -0.81133 -0.70334 0.32
H 0.52702 0.15904 -1.63258 0.48
H -1.89656 1.73713 -0.46454 0.25
H -0.25617 2.39432 -0.97521 0.29
H 1.13794 1.86569 1.36574 0.32
H 0.60327 -1.52867 2.14997 0.30
H 2.05646 -0.82499 0.15662 0.34
H 3.07781 0.37498 1.14700 0.26
H -0.65822 -1.03031 1.49881 0.43
```

Summary:
HOMO: -8.97 eV
Largest force on an atom: 0.27 eV/Å
Kohn-Sham gap: 9.98 eV
ΔE to the lowest compared entry with this formula, charge and spin: 52.8 kcal/mol
SMILES: C=CN1C[C@@H]1C.O
Net charge: 0

Entry 2:
ORCA calculation (ωB97M-V/def2-TZVPD) on one molecule with the formula C5H11NO in a non-equilibrium geometry.

Geometry as XYZ:
```
18
Properties=species:S:1:pos:R:3:mulliken_charge:R:1
C -0.10337 -0.80916 -0.06209 -0.70
C -1.07164 0.27872 0.40062 0.77
C -1.21673 1.52333 -0.48131 -1.45
C -2.44053 -0.42677 0.57948 -1.48
C 1.31362 -0.33726 -0.27946 0.35
N 2.29716 -0.70304 0.70854 -0.54
O 1.59133 0.47254 -1.12394 -0.53
H -0.16721 -1.59705 0.70441 0.37
H -0.36245 -1.40766 -0.94319 0.34
H -0.83352 0.70322 1.38022 0.15
H -1.40087 1.24308 -1.51624 0.32
H -1.87869 2.21092 0.03702 0.43
H -0.28729 2.11162 -0.48211 0.36
H -2.30586 -1.12850 1.40772 0.37
H -2.71181 -0.96598 -0.33065 0.34
H -3.29904 0.19666 0.82847 0.38
H 2.70268 0.18977 0.96514 0.25
H 1.86027 -1.33200 1.36570 0.27
```

Summary:
HOMO: -9.84 eV
Largest force on an atom: 2.70 eV/Å
Kohn-Sham gap: 10.69 eV
ΔE to the lowest compared entry with this formula, charge and spin: 17.1 kcal/mol
SMILES: CC(C)CC(N)=O
Net charge: 0

Entry 3:
ORCA calculation (ωB97M-V/def2-TZVPD) on one molecule with the formula C5H11NO in a non-equilibrium geometry.

Geometry as XYZ:
```
18
Properties=species:S:1:pos:R:3:mulliken_charge:R:1
C -1.83567 -0.65664 -0.90290 -0.39
O -3.03808 -0.11609 -0.18976 -0.49
C -0.72566 0.39217 -0.83811 -0.93
C -0.06379 0.52713 0.62883 -0.65
C 1.37888 -0.08056 0.67076 0.73
C 1.65339 -1.37349 0.31260 -0.78
N 2.25487 0.93361 0.96177 -0.45
H -1.60408 -1.55347 -0.31026 0.26
H -2.00916 -1.06106 -1.93574 0.24
H -3.01948 0.77163 -0.54394 0.32
H -1.08346 1.31002 -1.13199 0.44
H 0.17703 0.21882 -1.50388 0.41
H -0.70418 0.03092 1.30468 0.38
H 0.01360 1.57852 0.92041 0.17
H 0.72338 -1.97027 -0.16379 0.10
H 2.70916 -1.75709 0.37996 0.27
H 1.90882 1.91589 1.21855 0.19
H 3.26445 0.88996 1.12282 0.18
```

Summary:
HOMO: -7.91 eV
Largest force on an atom: 3.82 eV/Å
Kohn-Sham gap: 8.85 eV
ΔE to the lowest compared entry with this formula, charge and spin: 60.3 kcal/mol
SMILES: C=C(N)CCCO
Net charge: 0

Entry 4:
ORCA calculation (ωB97M-V/def2-TZVPD) on a 2-piece molecular cluster, C5H11NO overall.

Geometry as XYZ:
```
18
Properties=species:S:1:pos:R:3:mulliken_charge:R:1
C 0.95739 1.85292 -0.85131 -0.93
N 0.30238 0.97704 0.10429 -0.16
C -0.51416 -0.09343 -0.21822 0.82
C -0.41230 -0.80850 -1.33725 -1.07
C -2.69836 -0.93976 0.66302 -0.75
C -1.47985 -0.43436 0.84221 -0.28
H 1.91071 2.16898 -0.43016 0.31
H 1.15757 1.34926 -1.79458 0.28
H 0.32690 2.72364 -1.04281 0.27
H 0.58695 1.10712 1.05641 0.24
H 0.33289 -0.59967 -2.08942 0.23
H -1.09572 -1.61734 -1.54323 0.30
H -3.20706 -0.98085 -0.29147 0.31
H -3.19673 -1.35915 1.53189 0.24
H -1.19640 -0.09928 1.83841 0.20
H 3.04734 -0.92964 0.46671 0.30
H 2.80576 -1.18734 1.97723 0.30
O 2.37270 -1.12961 1.11827 -0.60
```

Summary:
HOMO: -7.58 eV
Largest force on an atom: 0.71 eV/Å
Kohn-Sham gap: 8.26 eV
ΔE to the lowest compared entry with this formula, charge and spin: 58.5 kcal/mol
SMILES: C=CC(=C)NC.O
Net charge: 0

Entry 5:
ORCA calculation (ωB97M-V/def2-TZVPD) on one molecule with the formula C5H11NO.

Geometry as XYZ:
```
18
Properties=species:S:1:pos:R:3:mulliken_charge:R:1
C -1.76139 -1.94233 -0.09113 -0.85
N -0.42654 -1.47765 -0.36597 -0.16
C 0.11082 -0.61543 0.57898 0.09
O -0.17020 -0.70918 1.75769 -0.59
C 0.91963 0.52501 -0.00726 0.79
C 0.12273 1.23569 -1.12866 -1.13
C 1.38117 1.50609 1.05933 -1.57
H -1.82415 -2.57619 0.79380 0.28
H -2.16586 -2.44323 -0.97204 0.34
H -2.36734 -1.05324 0.10741 0.25
H 0.16473 -1.97195 -1.02121 0.25
H 1.79258 0.00046 -0.42141 0.27
H 0.03686 2.31641 -0.96150 0.39
H -0.89123 0.83857 -1.21094 0.27
H 0.60248 1.09262 -2.09785 0.26
H 1.93833 2.32870 0.59716 0.42
H 0.51883 1.92859 1.58594 0.33
H 2.01855 1.01704 1.79765 0.36
```

Summary:
HOMO: -9.36 eV
Largest force on an atom: 0.52 eV/Å
Kohn-Sham gap: 10.23 eV
ΔE to the lowest compared entry with this formula, charge and spin: 17.5 kcal/mol
SMILES: CNC(=O)C(C)C
Net charge: 0

Entry 6:
ORCA calculation (ωB97M-V/def2-TZVPD) on one molecule with the formula C5H11NO.

Geometry as XYZ:
```
18
Properties=species:S:1:pos:R:3:mulliken_charge:R:1
C 1.53476 -0.17366 -1.40146 -1.03
C 1.08829 1.00224 -0.51688 -0.57
N -0.03140 0.58013 0.32077 0.07
C 0.28073 0.12582 1.65916 -0.98
C -1.18266 0.21831 -0.35073 0.84
O -1.45460 0.67909 -1.44735 -0.62
C -2.06370 -0.84536 0.28266 -1.33
H 2.35880 0.09117 -2.06950 0.36
H 0.69414 -0.50070 -2.01808 0.31
H 1.87354 -1.01295 -0.78494 0.27
H 0.76918 1.83652 -1.14257 0.29
H 1.90301 1.34194 0.13247 0.38
H 0.83391 0.91069 2.18621 0.31
H -0.63205 -0.06191 2.22706 0.36
H 0.88796 -0.78977 1.66142 0.32
H -2.72290 -1.22398 -0.49680 0.34
H -2.68654 -0.50479 1.11372 0.33
H -1.45049 -1.67280 0.64484 0.34
```

Summary:
HOMO: -9.11 eV
Largest force on an atom: 0.46 eV/Å
Kohn-Sham gap: 10.04 eV
ΔE to the lowest compared entry with this formula, charge and spin: 11.5 kcal/mol
SMILES: CCN(C)C(C)=O
Net charge: 0

Entry 7:
ORCA calculation (ωB97M-V/def2-TZVPD) on one molecule with the formula C5H11NO.

Geometry as XYZ:
```
18
Properties=species:S:1:pos:R:3:mulliken_charge:R:1
C 0.77497 1.56312 -1.37751 -1.54
C -0.33649 1.00240 -0.52933 0.25
C -1.43390 0.18543 -1.10252 -0.37
N -0.35440 -0.44347 -0.36315 -0.42
C -0.66034 -0.98194 0.95413 -0.43
C 0.65521 -1.35953 1.69077 -0.39
O 1.80088 -1.18496 0.89490 -0.54
H 1.69743 1.61320 -0.79035 0.31
H 0.54186 2.56903 -1.74298 0.39
H 0.95030 0.91236 -2.24044 0.32
H -0.59638 1.59031 0.35312 0.33
H -1.45427 -0.00841 -2.17277 0.23
H -2.41511 0.22899 -0.63018 0.27
H -1.25379 -0.27335 1.55559 0.33
H -1.26874 -1.88387 0.81906 0.35
H 0.76495 -0.75112 2.59401 0.26
H 0.57751 -2.40361 2.02082 0.22
H 1.46614 -1.08891 -0.01125 0.41
```

Summary:
HOMO: -9.48 eV
Largest force on an atom: 0.47 eV/Å
Kohn-Sham gap: 10.60 eV
ΔE to the lowest compared entry with this formula, charge and spin: 49.7 kcal/mol
SMILES: C[C@H]1CN1CCO
Net charge: 0

Entry 8:
ORCA calculation (ωB97M-V/def2-TZVPD) on one molecule with the formula C5H11NO.

Geometry as XYZ:
```
18
Properties=species:S:1:pos:R:3:mulliken_charge:R:1
C 0.93196 1.03610 1.81137 -1.01
C 0.03864 1.36801 0.61950 -0.67
N -0.30014 0.19671 -0.18260 0.04
C -1.58436 -0.42092 0.07072 -0.98
C 0.66648 -0.30187 -1.01182 1.00
O 1.75646 0.24590 -1.11106 -0.64
C 0.34456 -1.55259 -1.81270 -1.38
H 1.05379 1.91220 2.45751 0.35
H 1.91785 0.72502 1.45643 0.30
H 0.50417 0.22590 2.41312 0.26
H 0.54057 2.09154 -0.02865 0.32
H -0.90463 1.81279 0.95648 0.40
H -2.39115 0.30626 -0.08361 0.31
H -1.75578 -1.25904 -0.60455 0.40
H -1.65416 -0.79319 1.10200 0.28
H 1.21938 -1.77656 -2.42342 0.30
H -0.52092 -1.40808 -2.46790 0.37
H 0.13726 -2.40820 -1.16084 0.35
```

Summary:
HOMO: -9.15 eV
Largest force on an atom: 0.28 eV/Å
Kohn-Sham gap: 10.04 eV
ΔE to the lowest compared entry with this formula, charge and spin: 7.9 kcal/mol
SMILES: CCN(C)C(C)=O
Net charge: 0